(1)
The following is a quantum chemistry calculation of C26H28Cl2IN7O10STi as an isolated structure in a non-equilibrium geometry, from OMol25.

Atoms and positions in Å:
Ti -0.7763 0.6994 -1.1659
O -4.3319 2.6778 -1.9875
C -3.5939 1.7320 -1.7896
O -2.3852 1.8337 -1.3156
C -4.0510 0.2921 -2.0100
C -3.6795 -0.5641 -0.7920
C -4.4401 -1.8846 -0.7906
C -3.7289 -2.6526 -1.9268
C -2.6829 -1.6382 -2.3780
O -2.3314 -0.9958 -1.1297
C -3.2924 -0.4715 -3.1535
C -2.1793 0.3677 -3.7985
O -2.4091 1.0149 -4.8054
O -1.0441 0.2945 -3.1868
H -5.1266 0.3114 -2.1844
H -3.6561 -0.0439 0.1624
H -5.5027 -1.7266 -0.9769
H -4.3193 -2.3841 0.1696
H -4.3910 -2.9371 -2.7450
H -3.2435 -3.5498 -1.5449
H -1.7874 -2.0521 -2.8367
H -3.9815 -0.7902 -3.9358
N 1.9165 -1.5296 6.8172
C 1.1599 -1.4190 5.6495
C -0.1060 -0.8327 5.6822
C -0.8714 -0.7503 4.5353
C -0.3872 -1.2610 3.3415
C 0.8549 -1.8714 3.3058
C 1.6315 -1.9460 4.4488
S -1.3589 -1.2055 1.8642
O -2.7315 -1.0272 2.2780
O -1.0124 -2.3890 1.1178
N -0.8692 0.0511 0.9831
C -0.6469 1.2943 1.4496
N -0.3267 2.1054 0.4167
C -0.0588 3.3740 0.6609
C -0.0890 3.8744 1.9539
C -0.4454 2.9697 2.9442
N -0.7366 1.6944 2.7186
H 1.6924 -0.8520 7.5280
H 2.9103 -1.6009 6.6684
H -0.4858 -0.4339 6.6156
H -1.8430 -0.2791 4.5481
H 1.1975 -2.3169 2.3825
H 2.6007 -2.4295 4.4163
H 0.1926 3.9918 -0.1926
H 0.1345 4.9077 2.1676
H -0.5097 3.2918 3.9795
C 4.7370 -1.6075 0.4668
N 4.1972 -0.2920 0.2227
C 4.9165 0.5803 -0.6743
C 2.9872 0.0697 0.7040
O 2.4578 1.1490 0.5367
H 5.6375 -1.5626 1.0874
H 4.9852 -2.0941 -0.4788
H 3.9920 -2.2199 0.9724
H 5.9007 0.8296 -0.2677
H 4.3392 1.4928 -0.8012
H 5.0383 0.0939 -1.6443
H 2.5038 -0.7371 1.2779
I 0.8579 5.3984 -5.0410
C 0.9614 3.7429 -3.8318
C 1.9345 2.7658 -3.8396
N 1.6043 1.8805 -2.8919
N 0.4677 2.2245 -2.2827
C 0.0496 3.3466 -2.8447
H 2.8149 2.6434 -4.4440
H 2.0204 0.9513 -2.7011
H -0.8906 3.7836 -2.5464
Cl 0.6290 -3.1277 -3.7887
C 1.2112 -2.7664 -2.1543
Cl 2.6373 -3.7528 -1.7535
C 1.5278 -1.2654 -2.0394
O 2.5159 -0.7784 -2.5922
O 0.6594 -0.6599 -1.3589
H 0.4288 -3.0323 -1.4503

Its orbital gap (spin up / spin down) is 6.9 / 8.3 eV. Its expectation value of S² is 0.753. The calculation puts the energy at -125426.807 eV. Its multiplicity is 2. Its total charge is -1.

(2)
The following is a quantum chemistry calculation of C26H28ClN7OS2 in the gas phase in a non-equilibrium geometry, from OMol25.

Atoms and positions in Å:
O 1.0836 3.3587 5.5035
C 1.3416 2.4344 4.7625
C 1.2784 0.9693 5.2327
C 0.7304 0.0433 4.2032
C -0.4647 -0.6050 4.2443
S -0.7478 -1.5066 2.7954
C 0.8013 -0.9478 2.2431
N 1.3201 -1.2957 1.0227
C 0.5891 -1.8560 0.0270
N -0.6698 -2.0798 0.2830
C -1.4852 -2.6358 -0.6253
S -3.1013 -2.7853 -0.3739
N -0.9341 -3.0932 -1.8025
C 0.3625 -2.8599 -2.1566
C 0.8680 -3.2757 -3.3905
C 2.1720 -2.9925 -3.7260
C 2.9960 -2.2983 -2.8435
C 2.5177 -1.9006 -1.6149
C 1.2003 -2.1820 -1.2457
N 1.4434 -0.1770 3.0585
N 1.7703 2.5670 3.4974
C 1.8969 3.8378 2.8270
C 0.5552 4.5132 2.4973
C -0.5507 3.5429 2.0703
N -0.1030 2.4896 1.1743
C 0.3793 2.9158 -0.1281
C -0.7550 3.2052 -1.1264
N -1.6598 2.0817 -1.2542
C -1.4472 1.0896 -2.1873
C -2.4557 0.1497 -2.4529
C -2.3114 -0.7879 -3.4504
C -1.1615 -0.8435 -4.2251
C -0.1596 0.0687 -3.9546
Cl 1.3101 0.0154 -4.8746
C -0.2809 1.0204 -2.9609
C -2.2228 1.7501 0.0411
C -1.0778 1.4263 1.0154
H 0.6788 0.9301 6.1412
H 2.3038 0.6788 5.4746
H -1.1945 -0.5897 5.0272
H 2.2778 -1.0215 0.8563
H -1.5643 -3.5322 -2.4612
H 0.2224 -3.8084 -4.0719
H 2.5583 -3.3035 -4.6843
H 4.0121 -2.0714 -3.1253
H 3.1716 -1.3663 -0.9413
H 1.8190 1.7291 2.9316
H 2.4685 4.5122 3.4722
H 2.4652 3.6592 1.9132
H 0.7323 5.2652 1.7262
H 0.1945 5.0290 3.3876
H -0.9214 3.0381 2.9667
H -1.3829 4.1370 1.6585
H 1.0047 3.8006 -0.0133
H 1.0004 2.1006 -0.5184
H -0.3569 3.4772 -2.1037
H -1.3477 4.0516 -0.7608
H -3.3749 0.1705 -1.8906
H -3.1165 -1.4826 -3.6376
H -1.0507 -1.5627 -5.0200
H 0.5404 1.6990 -2.7997
H -2.8771 0.8842 -0.0292
H -2.8072 2.6040 0.3974
H -1.4846 1.1673 1.9935
H -0.5536 0.5545 0.6124

Its orbital gap is 7.0 eV. The calculation puts the energy at -74089.793 eV.

(3)
The following is a quantum chemistry calculation of C26H28F8IrN5O4S2SbSe as an isolated structure, from OMol25.

Atoms and positions in Å:
Ir -1.0341 -1.7389 0.1471
F -5.3529 -4.1247 -0.9281
C -5.0682 -2.8429 -1.0965
F -4.4044 -2.6765 -2.2288
F -6.1825 -2.1279 -1.1209
S -4.0580 -2.3104 0.3559
O -2.8077 -3.0997 0.2512
O -4.8508 -2.5420 1.5141
N -3.7120 -0.8168 -0.0374
S -3.6307 0.3835 0.9917
O -2.7970 1.3991 0.4110
O -3.3597 -0.0333 2.3444
C -5.3281 1.1027 1.0042
F -5.6834 1.4032 -0.2404
F -5.3097 2.2066 1.7397
F -6.1864 0.2355 1.5135
C 1.5715 -1.4782 -3.9736
N 0.7263 -0.2966 -3.8852
C 0.9141 0.8695 -4.5862
C -0.1415 1.6678 -4.3109
N -0.9578 0.9758 -3.4504
C -2.2216 1.4626 -2.9036
C -0.4147 -0.2211 -3.1838
Se -1.2990 -1.6365 -2.3267
H 2.5703 -1.1659 -4.2691
H 1.1670 -2.1731 -4.7077
H 1.5957 -1.9755 -3.0087
H 1.7779 1.0327 -5.2042
H -0.3733 2.6640 -4.6408
H -2.4224 2.4374 -3.3393
H -2.1512 1.5433 -1.8209
H -3.0209 0.7709 -3.1582
N -0.4887 -1.4389 3.1807
N -1.1668 -2.2659 2.2222
H -0.5810 -1.8632 4.1009
H -1.0068 -0.5677 3.2124
H -2.1574 -2.3744 2.4453
H -0.7581 -3.1943 2.3033
C 2.5213 3.6453 -2.0915
C 1.2084 3.6093 -1.6410
C 0.7188 2.4730 -1.0127
C 1.5431 1.3627 -0.8307
C 2.8577 1.4022 -1.2839
C 3.3409 2.5399 -1.9215
Sb 0.8625 -0.0594 0.5908
C 0.7809 1.4123 2.1165
C 2.0185 1.9457 2.4714
C 2.0933 2.9805 3.3921
C 0.9338 3.4999 3.9495
C -0.2998 2.9877 3.5785
C -0.3796 1.9483 2.6607
C 2.6056 -1.1081 1.1579
C 3.4002 -1.7446 0.2065
C 4.5076 -2.4815 0.6002
C 4.8223 -2.5918 1.9473
C 4.0287 -1.9687 2.8996
C 2.9209 -1.2291 2.5090
H 2.9089 4.5397 -2.5616
H 0.5704 4.4772 -1.7532
H -0.2943 2.4739 -0.6213
H 3.5324 0.5741 -1.1030
H 4.3707 2.5703 -2.2543
H 2.9338 1.5603 2.0362
H 3.0590 3.3822 3.6693
H 0.9920 4.3097 4.6645
H -1.2091 3.4012 3.9951
H -1.3521 1.5916 2.3626
H 3.1562 -1.6862 -0.8473
H 5.1198 -2.9740 -0.1436
H 5.6851 -3.1674 2.2549
H 4.2712 -2.0574 3.9504
H 2.3032 -0.7492 3.2580
F 1.0255 -3.3451 -0.9992
C 0.3305 -3.2070 0.1608
F -0.3497 -4.3796 0.3481
H 1.0655 -3.1280 0.9686

Its orbital gap is 8.1 eV. The calculation puts the energy at -161183.530 eV. For the energy above the lowest of the compared OMol25 structures with the same formula, charge and spin, the calculation gives 10.7 kcal/mol. Its total charge is +1.

(4)
The following is a quantum chemistry calculation of C26H28GeO6PtSb as an isolated structure in a non-equilibrium geometry, from OMol25.

Atoms and positions in Å:
Pt 0.0302 0.9469 -0.1573
O 4.2899 0.9022 -0.9243
C 3.1459 0.8792 -0.8890
O 2.0040 1.0035 -1.1601
C 2.9536 -0.1953 1.3822
O 4.0269 -0.6054 1.4788
O 1.8338 0.1069 1.5317
O -3.5991 -0.0531 1.2678
C -2.4709 0.3366 1.3375
O -1.8441 0.6706 0.1568
C -1.7196 0.5134 2.6345
C -0.9231 -0.7514 2.9867
Ge 0.1301 -0.5003 4.6443
C 0.8111 -2.2580 5.0979
C 0.7108 -2.7402 6.4023
C 1.2525 -3.9732 6.7426
C 1.8929 -4.7409 5.7811
C 2.0052 -4.2715 4.4794
C 1.4546 -3.0441 4.1400
C -1.1595 0.0757 5.9807
C -0.9573 1.1976 6.7821
C -1.9316 1.6103 7.6837
C -3.1180 0.9020 7.7957
C -3.3281 -0.2267 7.0139
C -2.3515 -0.6399 6.1196
C 1.5082 0.8625 4.4480
C 1.1781 2.1851 4.1381
C 2.1657 3.1519 4.0083
C 3.5011 2.8116 4.1909
C 3.8427 1.5071 4.5159
C 2.8509 0.5395 4.6443
H -2.4709 0.7195 3.3948
H -1.0463 1.3651 2.5023
H -0.2260 -1.0157 2.1891
H -1.5866 -1.5945 3.1795
H 0.2098 -2.1469 7.1588
H 1.1690 -4.3364 7.7589
H 2.2914 -5.7129 6.0411
H 2.5124 -4.8661 3.7301
H 1.5319 -2.6962 3.1133
H -0.0301 1.7555 6.7115
H -1.7617 2.4854 8.2982
H -3.8783 1.2240 8.4955
H -4.2525 -0.7837 7.0977
H -2.5248 -1.5308 5.5239
H 0.1377 2.4679 4.0194
H 1.8962 4.1776 3.7852
H 4.2712 3.5671 4.0995
H 4.8809 1.2400 4.6683
H 3.1275 -0.4804 4.8915
C 0.4663 4.9512 -0.8270
Sb -0.7458 3.2616 -0.4725
C -2.0997 3.9607 0.9707
C -1.8763 3.2487 -2.2455
H -0.2258 5.7384 -1.1221
H 1.1714 4.7552 -1.6316
H 1.0090 5.2453 0.0683
H -2.5490 4.8662 0.5648
H -1.5797 4.1906 1.8984
H -2.8679 3.2118 1.1501
H -2.3180 4.2340 -2.3884
H -2.6536 2.4908 -2.1750
H -1.2183 3.0169 -3.0808

Its orbital gap is 6.4 eV. The calculation puts the energy at -105994.372 eV. For the energy above the lowest of the compared OMol25 structures with the same formula, charge and spin, the calculation gives 0.0 kcal/mol. Its total charge is +1.

(5)
The following is a quantum chemistry calculation of C26H28I3N4O8 as an isolated structure in a non-equilibrium geometry, from OMol25.

Atoms and positions in Å:
C 1.5667 1.5721 5.3721
C 1.8569 2.8919 6.2304
I 4.0290 3.2900 5.9797
C 1.1289 4.2252 5.6695
C -0.4612 4.2191 5.8387
C -0.7353 3.8910 7.4189
O -0.4346 4.8046 8.2527
O -1.2420 2.6319 7.7650
N -1.1865 3.1613 5.0728
I -0.7106 3.1558 3.0564
C -2.6870 3.4050 5.0967
C -3.5569 2.0525 5.0096
C -4.8010 2.2033 6.0511
I -2.3911 0.2392 5.2912
H 0.4758 1.2297 5.3813
H 2.1692 0.7181 5.8766
H 2.0104 1.6503 4.3076
H 1.7194 2.7287 7.3491
H 1.5169 5.0820 6.3474
H 1.5072 4.4778 4.6191
H -0.9595 5.2253 5.5842
H -2.9009 3.9843 4.1137
H -3.0122 4.0989 5.9413
H -4.0477 2.0164 3.9672
H -5.6684 2.7642 5.5326
H -4.5034 2.8456 6.9593
H -5.1488 1.1585 6.3977
C 0.5250 -1.4380 -2.1852
C 1.3143 -0.4546 -2.7741
C 1.1728 0.8747 -2.3902
C 0.2384 1.2074 -1.4102
C -0.5600 0.2279 -0.8223
C -0.4129 -1.0985 -1.2149
N 0.1025 2.6017 -0.9841
O 0.8064 3.4383 -1.5345
O -0.7045 2.8498 -0.0996
H 0.6421 -2.4744 -2.4834
H 2.0429 -0.7256 -3.5311
H 1.7940 1.6315 -2.8566
H -1.2926 0.4791 -0.0624
H -1.0273 -1.8694 -0.7617
C 3.2099 -7.8552 -2.7371
C 3.9997 -6.8723 -3.3263
C 3.8590 -5.5427 -2.9427
C 2.9255 -5.2092 -1.9630
C 2.1264 -6.1875 -1.3748
C 2.2721 -7.5142 -1.7667
N 2.7911 -3.8138 -1.5376
O 3.4957 -2.9792 -2.0894
O 1.9853 -3.5633 -0.6532
H 3.3264 -8.8930 -3.0351
H 4.7282 -7.1437 -4.0834
H 4.4806 -4.7865 -3.4094
H 1.3943 -5.9354 -0.6152
H 1.6571 -8.2842 -1.3129
C -1.9875 1.6455 -7.9089
C -1.8098 1.5130 -6.5348
C -1.4283 0.2885 -5.9966
C -1.2228 -0.7974 -6.8464
C -1.4064 -0.6732 -8.2222
C -1.7907 0.5545 -8.7511
N -0.7966 -2.0814 -6.2858
O -0.6648 -2.1546 -5.0728
O -0.5929 -3.0047 -7.0624
H -2.2800 2.6045 -8.3261
H -1.9659 2.3663 -5.8830
H -1.2929 0.1984 -4.9238
H -1.2532 -1.5146 -8.8894
H -1.9336 0.6630 -9.8212

Its orbital gap is 5.0 eV. The calculation puts the energy at -74049.401 eV. Its total charge is -1.

(6)
The following is a quantum chemistry calculation of C26H28N2O2S in the gas phase, from OMol25.

Atoms and positions in Å:
C -2.4644 -3.6035 -1.5793
C -1.6473 -3.7319 -0.2963
O -1.5372 -2.5132 0.4061
C -2.6103 -2.0120 1.1071
C -3.7779 -2.7272 1.3307
C -4.8396 -2.1774 2.0292
C -4.7361 -0.8942 2.5276
C -3.5711 -0.1796 2.3310
C -2.4892 -0.6999 1.6180
N -1.3553 0.0998 1.4980
C -0.0280 -0.4132 1.2729
C 0.4039 -0.3334 -0.2008
N 0.2244 1.0149 -0.6863
C 1.1333 1.8190 -1.2629
O 0.8466 2.9252 -1.6909
C 2.5685 1.3126 -1.3830
S 3.3039 1.0744 0.2945
C 2.6610 2.4664 1.1906
C 2.3090 2.2571 2.5188
C 1.8023 3.3009 3.2698
C 1.6427 4.5530 2.6989
C 2.0202 4.7623 1.3833
C 2.5427 3.7281 0.6276
C 2.6830 0.0699 -2.2241
C 1.8072 -0.1043 -3.2915
C 1.9027 -1.2223 -4.0993
C 2.8747 -2.1780 -3.8550
C 3.7561 -2.0045 -2.8025
C 3.6632 -0.8863 -1.9927
C -1.1261 1.5012 -0.4943
C -1.4817 1.4500 0.9980
H -2.0131 -2.8607 -2.2332
H -3.4837 -3.2949 -1.3600
H -2.4873 -4.5587 -2.0965
H -0.6121 -3.9892 -0.5420
H -2.0503 -4.5232 0.3471
H -3.8814 -3.7301 0.9476
H -5.7375 -2.7573 2.1773
H -5.5516 -0.4526 3.0798
H -3.4809 0.8100 2.7522
H 0.0385 -1.4410 1.6204
H 0.6588 0.2049 1.8638
H 1.4392 -0.6514 -0.2926
H -0.2244 -1.0040 -0.7968
H 3.1419 2.1147 -1.8625
H 2.4445 1.2786 2.9559
H 1.5246 3.1321 4.2998
H 1.2339 5.3654 3.2809
H 1.9137 5.7394 0.9367
H 2.8396 3.9111 -0.3923
H 1.0550 0.6447 -3.4924
H 1.2165 -1.3459 -4.9242
H 2.9471 -3.0515 -4.4858
H 4.5222 -2.7407 -2.6094
H 4.3528 -0.7558 -1.1718
H -1.1750 2.5228 -0.8738
H -1.8209 0.8659 -1.0567
H -2.4988 1.8133 1.1341
H -0.7925 2.1004 1.5514

Its orbital gap is 8.1 eV. The calculation puts the energy at -45327.038 eV. For the energy above the lowest of the compared OMol25 structures with the same formula, charge and spin, the calculation gives 46.1 kcal/mol.

(7)
The following is a quantum chemistry calculation of C26H28N2O3S in the gas phase, from OMol25.

Atoms and positions in Å:
C 0.3317 3.3533 -2.3640
O 0.5098 1.9581 -2.3829
C 1.5074 1.4300 -1.6174
C 2.3106 2.1468 -0.7440
C 3.3044 1.4840 -0.0424
C 3.5329 0.1303 -0.1923
C 4.5854 -0.5746 0.6172
C 3.9930 -1.0386 1.9602
N 2.7721 -1.7765 1.7443
C 1.5679 -1.1692 1.9102
O 1.4340 -0.1500 2.5659
C 0.4087 -1.8418 1.2587
C 0.4254 -3.1419 0.7600
C -0.6808 -3.6035 0.0769
C -1.8270 -2.8319 -0.0590
C -1.9135 -1.5645 0.5422
C -0.7455 -1.0817 1.1380
N -3.0599 -0.7962 0.5589
C -3.1895 0.2297 1.5781
C -2.6718 1.5802 1.1410
C -1.8318 2.3177 1.9643
C -1.4134 3.5823 1.5886
C -1.8330 4.1238 0.3860
C -2.6554 3.3863 -0.4499
C -3.0688 2.1214 -0.0753
C -4.2946 -1.3242 0.0284
C -4.0616 -2.0019 -1.3090
S -3.1280 -3.5323 -1.0332
C 2.7074 -0.5910 -1.0704
O 2.9612 -1.9337 -1.1857
C 2.2417 -2.6700 -2.1451
C 1.7087 0.0587 -1.7718
H -0.4751 3.5569 -3.0664
H 1.2374 3.8750 -2.6911
H 0.0430 3.7061 -1.3698
H 2.1738 3.2048 -0.5930
H 3.9242 2.0440 0.6421
H 4.9466 -1.4434 0.0642
H 5.4245 0.0941 0.8124
H 4.7123 -1.6664 2.4952
H 3.7324 -0.1767 2.5789
H 2.8384 -2.4919 1.0357
H 1.2756 -3.7932 0.8889
H -0.6797 -4.5894 -0.3649
H -0.7028 -0.0761 1.5210
H -4.2536 0.3310 1.8189
H -2.6764 -0.0843 2.4942
H -1.5011 1.9041 2.9061
H -0.7601 4.1449 2.2388
H -1.5224 5.1191 0.1006
H -2.9790 3.8006 -1.3937
H -3.7089 1.5505 -0.7317
H -4.9900 -0.4898 -0.1085
H -4.7598 -2.0461 0.7198
H -5.0004 -2.2859 -1.7805
H -3.4872 -1.3601 -1.9778
H 1.1732 -2.6986 -1.9107
H 2.6455 -3.6811 -2.1035
H 2.3870 -2.2645 -3.1508
H 1.0547 -0.4624 -2.4506

Its orbital gap is 8.1 eV. The calculation puts the energy at -47374.903 eV. For the energy above the lowest of the compared OMol25 structures with the same formula, charge and spin, the calculation gives 0.0 kcal/mol.